# 1
Formula: C41H94N3O8
Source: OMol25
Level of theory: ωB97M-V with the def2-TZVPD basis set

Results
- HOMO-LUMO gap (spin up / spin down) (eV) = 8.4 / 6.7
- spin multiplicity = 2
- largest force on an atom (hartree/bohr) = 0.084
- electronic energy (eV) = -64880.612
- HOMO energy (spin up / spin down) (eV) = -8.00 / -8.00
- LUMO energy (spin up / spin down) (eV) = 0.436 / -1.249
- charge = 0

CARTESIAN COORDINATES (ANGSTROEM)
1 C -0.35 -0.13 -0.16
2 C -0.54 0.37 -1.58
3 O -0.53 -0.68 -2.52
4 H -1.13 0.24 0.50
5 H 0.58 0.16 0.32
6 H -0.37 -1.22 -0.03
7 H 0.23 1.12 -1.73
8 H -1.53 0.83 -1.62
9 C -5.03 -1.33 1.31
10 C -5.25 0.19 1.42
11 C -5.31 0.31 2.94
12 C -5.34 1.79 3.32
13 C -4.09 2.61 2.79
14 C -3.86 2.33 1.30
15 N -4.05 0.87 0.93
16 O -3.90 0.73 -0.48
17 C -4.81 3.24 0.57
18 C -2.43 2.80 1.20
19 C -6.71 0.47 0.85
20 H -4.08 -1.57 1.78
21 H -4.84 -1.82 0.35
22 H -5.81 -1.84 1.88
23 H -6.28 0.01 3.33
24 H -4.52 -0.21 3.50
25 H -5.45 1.97 4.39
26 H -6.27 2.22 2.96
27 H -3.28 2.26 3.42
28 H -4.37 3.64 3.04
29 H -5.83 3.23 0.93
30 H -4.50 4.26 0.80
31 H -4.74 3.25 -0.52
32 H -2.21 2.84 0.14
33 H -2.12 3.68 1.77
34 H -1.75 2.02 1.56
35 H -6.54 0.31 -0.22
36 H -7.05 1.49 1.01
37 H -7.54 -0.13 1.19
38 H -3.01 0.40 -0.59
39 C -0.44 -3.08 2.86
40 C 0.98 -2.76 3.38
41 C 0.78 -2.75 4.92
42 C 2.13 -2.65 5.73
43 C 3.06 -3.73 5.29
44 C 3.29 -3.94 3.74
45 N 1.96 -3.81 3.04
46 O 2.01 -4.17 1.73
47 C 4.41 -2.91 3.27
48 C 3.75 -5.35 3.46
49 C 1.34 -1.34 2.74
50 H -0.97 -2.13 2.97
51 H -0.89 -3.79 3.55
52 H -0.38 -3.45 1.84
53 H 0.18 -1.89 5.19
54 H 0.28 -3.67 5.22
55 H 1.88 -2.86 6.77
56 H 2.56 -1.68 5.45
57 H 2.64 -4.67 5.67
58 H 4.00 -3.53 5.82
59 H 4.37 -2.92 2.18
60 H 4.16 -1.93 3.68
61 H 5.41 -3.25 3.52
62 H 4.67 -5.43 4.04
63 H 3.03 -6.09 3.80
64 H 4.12 -5.62 2.47
65 H 1.76 -1.42 1.73
66 H 2.09 -0.88 3.39
67 H 0.53 -0.62 2.67
68 H 1.88 -5.12 1.68
69 C 3.43 3.89 -1.77
70 C 3.72 4.58 -0.39
71 C 3.38 6.16 -0.49
72 C 3.00 6.80 0.84
73 C 1.66 6.13 1.21
74 C 1.59 4.56 1.18
75 N 2.89 3.99 0.71
76 O 3.00 2.63 0.92
77 C 1.09 4.11 2.59
78 C 0.45 4.18 0.12
79 C 5.23 4.34 0.03
80 H 2.70 3.10 -1.59
81 H 4.31 3.51 -2.29
82 H 2.86 4.47 -2.51
83 H 4.21 6.79 -0.82
84 H 2.59 6.33 -1.23
85 H 2.83 7.88 0.90
86 H 3.81 6.65 1.56
87 H 0.87 6.61 0.63
88 H 1.39 6.58 2.17
89 H 0.66 3.11 2.47
90 H 1.90 4.27 3.30
91 H 0.17 4.57 2.96
92 H 0.19 3.14 -0.08
93 H -0.41 4.79 0.38
94 H 0.65 4.47 -0.92
95 H 5.65 5.04 0.76
96 H 5.92 4.46 -0.80
97 H 5.23 3.29 0.34
98 H 3.32 2.59 1.82
99 C 3.16 -2.14 -0.82
100 C 3.01 -3.25 -1.80
101 C 4.20 -4.26 -1.69
102 O 1.70 -3.70 -1.64
103 H 2.57 -1.27 -1.13
104 H 4.18 -1.76 -0.75
105 H 2.73 -2.42 0.15
106 H 3.21 -2.79 -2.77
107 H 5.14 -3.74 -1.88
108 H 3.97 -5.10 -2.35
109 H 4.27 -4.73 -0.71
110 H 1.70 -4.26 -0.86
111 C 1.77 1.12 -4.80
112 C 2.34 -0.28 -5.23
113 C 3.78 -0.35 -5.60
114 O 2.05 -1.12 -4.08
115 H 0.70 0.95 -4.70
116 H 1.86 1.74 -5.70
117 H 2.22 1.65 -3.97
118 H 1.78 -0.78 -6.02
119 H 4.11 -1.36 -5.84
120 H 4.43 -0.04 -4.78
121 H 4.09 0.30 -6.41
122 H 1.84 -0.55 -3.34
123 C -4.27 -0.89 -6.23
124 C -2.74 -0.98 -6.39
125 C -2.02 0.23 -6.99
126 O -2.10 -1.32 -5.19
127 H -4.53 -1.94 -6.13
128 H -4.73 -0.54 -7.16
129 H -4.71 -0.44 -5.34
130 H -2.55 -1.86 -7.00
131 H -1.86 1.07 -6.31
132 H -2.64 0.57 -7.82
133 H -1.09 -0.02 -7.50
134 H -2.08 -0.55 -4.63
135 C -2.96 -3.93 0.24
136 C -2.66 -3.75 -1.14
137 C -3.29 -2.59 -1.86
138 O -1.22 -3.92 -1.41
139 H -4.02 -3.94 0.50
140 H -2.40 -3.34 0.97
141 H -2.63 -4.93 0.52
142 H -3.16 -4.64 -1.53
143 H -3.03 -2.56 -2.91
144 H -3.17 -1.64 -1.34
145 H -4.38 -2.67 -1.90
146 H -0.83 -3.56 -0.61

=====

# 2
Formula: C41H96F15N8O23S5
Source: OMol25
Level of theory: ωB97M-V with the def2-TZVPD basis set

Results
- HOMO-LUMO gap (eV) = 9.4
- largest force on an atom (hartree/bohr) = 0.071
- electronic energy (eV) = -197994.601
- HOMO energy (eV) = -13.89
- LUMO energy (eV) = -4.535
- charge = +3

CARTESIAN COORDINATES (ANGSTROEM)
1 C -4.04 -2.61 -3.43
2 O -4.67 -1.38 -3.84
3 C -3.87 -0.20 -3.82
4 C -4.87 0.86 -4.09
5 N -5.50 0.58 -5.43
6 H -4.76 0.48 -6.11
7 H -5.89 -0.38 -5.32
8 C -6.61 1.50 -5.83
9 C -7.33 0.98 -7.00
10 O -7.85 -0.26 -6.72
11 C -8.34 -0.95 -7.84
12 H -3.14 -2.75 -4.03
13 H -4.72 -3.43 -3.77
14 H -3.80 -2.67 -2.35
15 H -2.99 -0.34 -4.40
16 H -3.50 -0.11 -2.80
17 H -4.50 1.88 -4.14
18 H -5.68 0.84 -3.36
19 H -6.22 2.49 -6.06
20 H -7.26 1.59 -4.94
21 H -6.67 0.91 -7.83
22 H -8.14 1.67 -7.40
23 H -9.21 -0.45 -8.21
24 H -8.72 -1.95 -7.53
25 H -7.63 -1.16 -8.68
26 C 2.05 1.04 4.49
27 O 1.95 0.64 3.14
28 C 1.76 1.76 2.29
29 C 2.75 1.60 1.14
30 N 4.19 1.53 1.62
31 H 4.15 1.18 2.59
32 H 4.72 0.87 1.01
33 C 4.91 2.88 1.64
34 C 4.70 3.47 3.01
35 O 5.41 2.68 3.96
36 C 5.12 3.09 5.29
37 H 1.28 1.76 4.75
38 H 2.97 1.62 4.60
39 H 2.00 0.16 5.08
40 H 1.79 2.63 2.88
41 H 0.79 1.73 1.79
42 H 2.56 2.40 0.34
43 H 2.65 0.66 0.68
44 H 4.52 3.53 0.83
45 H 5.96 2.84 1.51
46 H 3.63 3.54 3.23
47 H 5.20 4.46 2.93
48 H 5.62 2.34 5.87
49 H 4.13 3.04 5.63
50 H 5.48 4.10 5.49
51 C 6.18 -12.26 -6.02
52 O 6.41 -11.10 -5.25
53 C 7.30 -10.15 -5.79
54 C 7.43 -9.13 -4.64
55 N 6.05 -8.96 -4.10
56 H 5.35 -8.80 -4.85
57 H 5.74 -9.83 -3.64
58 C 5.78 -7.89 -3.04
59 C 4.29 -7.69 -2.84
60 O 3.69 -7.34 -4.04
61 C 2.40 -6.91 -4.00
62 H 7.04 -12.73 -6.49
63 H 5.47 -11.98 -6.80
64 H 5.76 -13.02 -5.32
65 H 6.86 -9.68 -6.66
66 H 8.25 -10.50 -6.19
67 H 7.88 -8.18 -5.03
68 H 8.05 -9.42 -3.84
69 H 6.13 -6.95 -3.36
70 H 6.11 -8.25 -2.03
71 H 4.23 -6.84 -2.14
72 H 3.72 -8.52 -2.44
73 H 2.04 -6.81 -5.02
74 H 2.38 -5.89 -3.49
75 H 1.73 -7.69 -3.59
76 C -3.18 11.00 0.90
77 O -1.78 10.66 1.04
78 C -0.92 11.79 1.14
79 C 0.56 11.32 1.05
80 N 1.01 10.18 2.01
81 H 1.22 10.68 2.87
82 H 0.19 9.57 2.10
83 C 2.20 9.43 1.56
84 C 2.61 8.35 2.48
85 O 1.54 7.50 2.53
86 C 1.91 6.19 2.96
87 H -3.76 10.11 0.90
88 H -3.35 11.53 -0.04
89 H -3.54 11.66 1.74
90 H -1.05 12.33 2.12
91 H -1.04 12.55 0.32
92 H 1.27 12.20 1.18
93 H 0.64 10.84 0.11
94 H 3.07 10.03 1.44
95 H 1.92 9.02 0.61
96 H 2.92 8.78 3.44
97 H 3.52 7.92 2.03
98 H 0.97 5.60 3.09
99 H 2.51 6.18 3.84
100 H 2.60 5.73 2.23
101 C -2.86 -1.09 4.66
102 O -1.81 -2.05 4.64
103 C -0.52 -1.56 4.96
104 C 0.50 -2.58 4.43
105 N 0.65 -2.39 3.03
106 H -0.30 -2.41 2.60
107 H 1.10 -1.47 2.83
108 C 1.45 -3.47 2.31
109 C 2.83 -3.61 2.94
110 O 3.19 -2.33 3.46
111 C 4.58 -2.43 3.79
112 H -3.18 -0.96 5.71
113 H -3.74 -1.50 4.12
114 H -2.60 -0.12 4.17
115 H -0.44 -1.54 6.05
116 H -0.37 -0.52 4.65
117 H 0.15 -3.58 4.69
118 H 1.47 -2.37 4.99
119 H 1.57 -3.18 1.29
120 H 0.93 -4.44 2.28
121 H 3.57 -3.92 2.24
122 H 2.88 -4.31 3.75
123 H 5.22 -2.50 2.89
124 H 4.80 -3.33 4.42
125 H 4.86 -1.57 4.39
126 C -7.54 1.22 -1.30
127 O -6.15 1.10 -0.92
128 C -5.99 1.60 0.47
129 C -4.81 0.95 1.14
130 N -5.00 -0.52 1.12
131 H -5.31 -0.71 0.17
132 H -4.11 -1.04 1.05
133 C -6.08 -1.09 1.99
134 C -6.40 -2.58 1.63
135 O -7.17 -2.51 0.48
136 C -7.68 -3.79 -0.04
137 H -7.81 2.25 -1.14
138 H -8.16 0.63 -0.63
139 H -7.63 0.95 -2.35
140 H -6.93 1.40 0.97
141 H -5.85 2.71 0.46
142 H -4.89 1.27 2.21
143 H -3.89 1.31 0.71
144 H -7.01 -0.55 1.76
145 H -5.74 -1.03 2.98
146 H -6.94 -3.08 2.40
147 H -5.48 -3.14 1.38
148 H -8.58 -4.13 0.46
149 H -6.88 -4.49 -0.01
150 H -8.00 -3.63 -1.07
151 C 6.67 -4.84 0.52
152 F 5.62 -5.69 0.82
153 F 6.72 -3.98 1.48
154 F 7.83 -5.50 0.52
155 S 6.40 -4.09 -1.15
156 O 7.55 -3.31 -1.32
157 O 6.17 -5.16 -2.03
158 N 5.08 -3.22 -0.97
159 S 4.75 -1.70 -0.61
160 O 3.40 -1.58 -0.12
161 O 5.77 -0.97 0.10
162 C 4.57 -1.02 -2.34
163 F 5.53 -0.05 -2.45
164 F 4.72 -1.92 -3.26
165 F 3.40 -0.43 -2.44
166 C -2.26 4.63 4.15
167 F -2.04 4.50 5.44
168 F -3.52 5.03 4.00
169 F -1.54 5.68 3.77
170 S -1.89 3.04 3.26
171 O -0.45 3.01 3.27
172 O -2.68 2.15 4.01
173 N -2.48 3.17 1.79
174 S -1.76 3.68 0.43
175 O -0.33 3.73 0.52
176 O -2.29 3.00 -0.74
177 C -2.47 5.37 0.25
178 F -3.70 5.24 0.60
179 F -1.83 6.13 1.13
180 F -2.41 6.02 -0.95
181 C -0.60 -0.95 -0.73
182 F -1.02 -0.10 -1.61
183 F 0.03 -1.97 -1.40
184 F 0.29 -0.31 -0.01
185 S -1.78 -1.60 0.56
186 O -1.08 -2.74 1.11
187 O -1.95 -0.52 1.49
188 O -3.02 -1.95 -0.20

=====

Question: Which of these has the lowest electronic energy?
Answer: C41H96F15N8O23S5